Model w:
Molecular formula: C5H6O2
Method: DFT, ωB97M-V with the def2-TZVPD basis set

Last column: natural (NBO) charge in e.
CARTESIAN COORDINATES (ANGSTROEM)
O 1.158 2.119 0.459  -0.526
C 0.679 1.034 0.222  0.555
C 1.478 -0.253 -0.060  -0.183
O 0.665 -1.067 -0.891  -0.497
C -0.646 -0.609 -0.776  0.084
C -1.230 -0.595 0.574  -0.421
C -0.737 0.710 0.022  -0.366
H 1.690 -0.740 0.904  0.191
H 2.416 -0.050 -0.576  0.221
H -1.115 -0.238 -1.668  0.226
H -0.594 -0.965 1.378  0.233
H -2.293 -0.716 0.720  0.241
H -1.458 1.476 -0.254  0.242

Values from the calculation:
* structure (SMILES): O=C1CO[C@H]2C[C@@H]12
* net charge: 0
* HOMO: -9.39 eV

Model x:
Molecular formula: C5H6O2
Method: DFT, ωB97M-V with the def2-TZVPD basis set

Last column: natural (NBO) charge in e.
CARTESIAN COORDINATES (ANGSTROEM)
C 0.435 0.367 1.559  0.263
O 0.899 -0.778 1.047  -0.504
C 0.309 -1.127 -0.213  0.036
C -0.993 -0.464 -0.452  0.048
O -0.994 0.714 0.311  -0.494
C 0.261 1.269 -0.530  -0.230
C 0.269 -0.059 -1.246  -0.307
H 1.173 1.148 1.694  0.210
H -0.314 0.269 2.352  0.161
H 0.463 -2.169 -0.469  0.222
H -1.949 -0.952 -0.630  0.203
H -0.220 2.028 -1.163  0.162
H 0.572 -0.229 -2.276  0.231

Values from the calculation:
* net charge: 0
* HOMO (spin up / spin down): -7.11 / -7.11 eV

Verdict on stability: model x comes out at the bottom.

Model w:
Molecular formula: C4H6IN2
Method: DFT, ωB97M-V with the def2-TZVPD basis set

Last column: natural (NBO) charge in e.
CARTESIAN COORDINATES (ANGSTROEM)
C -0.881 1.400 0.538  -0.327
C -1.349 0.347 1.124  -0.102
C 0.302 -0.997 -0.121  0.473
C 0.228 1.382 -0.485  -0.218
N 0.771 0.052 -0.707  -0.575
N 0.660 -2.238 -0.173  -0.766
I -2.497 -0.705 2.375  0.489
H -1.272 2.395 0.727  0.290
H -0.167 1.782 -1.425  0.240
H 1.032 2.044 -0.144  0.240
H 1.574 0.043 -1.334  0.415
H 0.153 -2.933 0.352  0.432
H 1.446 -2.572 -0.727  0.409

Values from the calculation:
* net charge: +1
* HOMO: -13.32 eV

Model x:
Molecular formula: C4H6IN2
Method: DFT, ωB97M-V with the def2-TZVPD basis set

Last column: natural (NBO) charge in e.
CARTESIAN COORDINATES (ANGSTROEM)
C -1.041 1.770 -0.082  -0.329
C -1.978 0.917 -0.216  0.008
C 0.436 -1.166 -0.329  0.238
C 0.465 1.197 -0.020  -0.178
N 0.677 -0.136 0.451  -0.617
N 0.812 -2.449 -0.125  -0.771
I -3.553 -0.177 -0.298  0.674
H -1.161 2.744 0.288  0.306
H 0.807 1.089 -1.014  0.249
H 0.911 2.075 0.497  0.250
H 1.193 -0.294 1.283  0.388
H 0.773 -3.081 -0.867  0.414
H 1.661 -2.489 0.432  0.368

Values from the calculation:
* net charge: +1
* HOMO (spin up / spin down): -11.98 / -11.98 eV

Verdict on stability: model x comes out at the bottom.

Model w:
Molecular formula: C5H8N2
Method: DFT, ωB97M-V with the def2-TZVPD basis set

Last column: natural (NBO) charge in e.
CARTESIAN COORDINATES (ANGSTROEM)
C -1.763 2.057 -0.129  -0.510
C -0.878 1.192 0.269  0.272
C -0.270 -0.059 0.688  0.324
N -1.041 -1.013 0.302  -0.440
C -0.427 -2.286 -0.036  -0.455
N 0.720 0.836 0.669  -0.418
C 1.949 0.622 -0.063  -0.428
H -2.767 1.734 -0.388  0.246
H -1.534 3.116 -0.172  0.227
H 0.030 -2.257 -1.031  0.189
H 0.328 -2.599 0.697  0.181
H -1.197 -3.060 -0.033  0.199
H 2.678 1.377 0.239  0.207
H 1.804 0.710 -1.147  0.196
H 2.368 -0.371 0.136  0.210

Values from the calculation:
* structure (SMILES): C=C1/C(=N/C)N1C
* net charge: 0
* HOMO: -8.77 eV

Model x:
Molecular formula: C5H8N2
Method: DFT, ωB97M-V with the def2-TZVPD basis set

Last column: natural (NBO) charge in e.
CARTESIAN COORDINATES (ANGSTROEM)
C -0.667 1.535 0.644  -0.610
C -0.245 0.215 0.070  0.090
C -0.529 -0.200 -1.343  -0.442
C 0.911 -0.055 -0.907  -0.088
N 1.579 -1.213 -0.450  -0.468
C 0.945 -1.640 0.572  0.240
N -0.143 -0.906 0.956  -0.609
H -0.549 2.316 -0.110  0.224
H -1.717 1.503 0.952  0.212
H -0.050 1.791 1.510  0.213
H -0.903 0.553 -2.018  0.217
H -0.901 -1.198 -1.523  0.220
H 1.535 0.699 -1.363  0.208
H 1.223 -2.531 1.107  0.189
H -0.488 -0.870 1.900  0.403

Values from the calculation:
* structure (SMILES): C[C@@]12C[C@@H]1N=CN2
* net charge: 0
* HOMO: -8.50 eV

Verdict on stability: model w comes out at the bottom.